#A
Molecular formula: C10H13OP
Method: DFT, wB97M-V/def2-TZVPD

Calculated values
* gap between HOMO and LUMO: 9.2 eV
* HOMO: -8.698 eV

Positions of all 25 atoms, in Å:
C  -3.484  -0.453  -1.061
C  -3.173  0.137  0.142
C  -2.503  -1.109  -1.823
C  -1.884  0.051  0.678
C  -1.260  -1.277  -1.280
C  -0.956  -0.752  -0.032
C  2.108  1.182  -0.755
C  2.246  0.562  0.344
C  3.041  2.266  -1.216
C  0.651  -0.987  2.696
O  1.199  -2.319  0.252
P  0.676  -1.090  0.766
H  -4.361  -0.098  -1.612
H  -3.945  0.596  0.739
H  -2.660  -1.486  -2.781
H  -1.598  0.653  1.574
H  -0.479  -1.778  -1.691
H  1.497  0.762  -1.513
H  2.935  0.724  1.299
H  2.510  2.998  -1.872
H  3.881  1.726  -1.791
H  3.522  2.710  -0.292
H  1.648  -0.643  2.910
H  -0.199  -0.341  3.057
H  0.587  -2.034  3.262

=====

#B
Molecular formula: C10H13OP
Method: DFT, wB97M-V/def2-TZVPD

Calculated values
* SMILES string: C#CP(=O)(C#C)C1CCCCC1
* gap between HOMO and LUMO: 10.7 eV
* HOMO: -10.247 eV

Positions of all 25 atoms, in Å:
C  2.480  -1.575  2.198
C  3.093  2.492  0.127
C  2.072  -1.407  1.094
C  2.834  1.343  0.010
C  -2.458  0.218  0.190
C  -2.139  -1.004  -0.684
C  -1.534  1.317  -0.071
C  -0.606  -1.375  -0.626
C  -0.098  0.871  0.233
C  0.268  -0.122  -0.765
O  2.561  -1.475  -1.559
P  1.985  -0.618  -0.524
H  2.668  -2.077  3.101
H  3.378  3.421  0.320
H  -3.462  0.399  -0.053
H  -2.533  0.071  1.241
H  -2.514  -1.944  -0.456
H  -2.413  -0.805  -1.748
H  -1.704  1.491  -1.094
H  -1.696  2.182  0.475
H  -0.373  -1.989  0.278
H  -0.407  -2.075  -1.392
H  0.595  1.696  0.145
H  -0.074  0.628  1.325
H  0.078  0.338  -1.764

=====

Which of them is most stable, and which least? Most stable: #A; least stable: #B.

=====

#A
Molecular formula: C14H23NO2
Method: DFT, wB97M-V/def2-TZVPD

Calculated values
* gap between HOMO and LUMO: 9.1 eV
* HOMO: -8.388 eV

Positions of all 40 atoms, in Å:
C  -1.834  -3.683  2.074
H  -2.689  -4.227  2.698
H  -1.391  -4.413  1.574
H  -2.327  -2.864  1.463
C  -0.975  -2.719  3.237
C  -1.693  -1.802  3.836
H  -1.837  -1.006  3.126
H  -2.807  -2.215  4.260
H  -1.305  -1.390  4.686
O  0.103  -2.339  2.400
C  1.048  -1.926  2.931
C  1.029  -0.248  3.189
C  1.237  0.605  2.098
N  -0.149  0.268  1.273
H  -0.382  -0.541  1.197
C  -0.115  1.057  -0.018
H  -1.147  1.174  -0.095
C  0.602  0.447  -1.180
C  0.211  1.284  -2.273
C  -0.748  1.229  -3.220
C  -1.004  2.271  -4.198
C  0.075  3.040  -4.667
C  1.119  3.090  -3.754
C  1.404  2.205  -2.758
H  1.917  2.418  -1.996
H  1.902  3.859  -3.828
H  0.041  3.898  -5.211
H  -1.980  2.045  -4.836
H  -1.463  0.578  -3.024
O  0.134  -0.913  -1.341
H  -1.013  -0.892  -1.495
H  1.504  0.459  -0.877
H  0.123  2.047  0.222
H  1.451  1.605  2.206
H  2.067  0.121  1.340
H  1.919  -0.213  3.796
H  0.150  0.071  3.918
H  2.230  -2.283  2.378
H  1.228  -2.370  4.007
H  -0.617  -3.704  3.609

=====

#B
Molecular formula: C14H23NO2
Method: DFT, wB97M-V/def2-TZVPD

Calculated values
* gap between HOMO and LUMO: 8.3 eV
* HOMO: -7.586 eV

Positions of all 40 atoms, in Å:
C  -2.212  -3.040  0.370
H  -2.942  -2.605  0.820
C  -0.973  -1.938  0.112
H  -0.282  -2.474  -0.513
H  -0.686  -1.994  0.972
C  -1.633  -0.775  -0.421
C  -0.505  0.057  -0.419
C  0.516  0.934  -0.757
C  1.655  1.803  -0.818
N  3.012  1.203  -0.264
C  3.014  1.198  1.187
C  2.375  -0.247  1.509
C  3.145  -1.659  0.704
C  2.983  -1.129  -0.641
C  3.525  0.145  -1.155
H  4.544  0.124  -0.705
H  3.422  0.213  -2.036
H  3.444  -2.037  -1.175
H  2.008  -1.137  -1.007
H  4.158  -1.482  1.179
H  2.622  -2.438  0.996
H  2.534  -0.387  2.836
H  1.396  -0.223  1.491
H  4.077  1.065  1.594
H  2.585  1.992  1.458
H  1.923  2.088  -1.783
H  1.508  2.504  -0.152
C  -2.199  -0.688  -1.878
H  -3.263  -1.410  -1.636
H  -2.383  0.091  -2.210
H  -1.564  -1.301  -2.552
O  -2.559  -0.157  0.350
C  -2.940  1.153  0.339
O  -2.695  1.724  -0.604
C  -3.936  1.410  1.455
H  -4.469  2.532  1.200
H  -3.279  1.749  2.148
H  -4.531  0.648  1.976
H  -1.930  -3.860  0.860
H  -2.728  -3.254  -0.590

=====

Which of them is most stable, and which least? Most stable: #A; least stable: #B.

=====

#A
Molecular formula: C10H17NO
Method: DFT, wB97M-V/def2-TZVPD

Calculated values
* gap between HOMO and LUMO: 7.5 eV
* HOMO: -6.760 eV

Positions of all 29 atoms, in Å:
C  1.627  0.804  0.038
C  -0.567  0.294  -1.115
C  0.018  -1.186  0.593
C  -0.181  -2.186  1.419
C  1.439  -0.595  0.513
C  2.190  -1.547  -0.412
C  0.215  1.839  2.066
C  -2.269  -1.344  -0.330
C  -1.445  1.692  -2.952
C  1.386  1.897  0.982
N  -0.914  -0.699  -0.298
O  -1.474  0.679  -1.932
H  -1.119  -2.610  1.640
H  0.612  -2.281  2.172
H  1.829  -0.716  1.486
H  3.264  -1.212  -0.507
H  1.810  -1.448  -1.487
H  2.209  -2.542  -0.099
H  -0.747  2.245  1.698
H  0.454  2.188  3.035
H  0.080  0.745  2.079
H  -2.941  -0.644  -0.845
H  -2.261  -2.181  -0.979
H  -2.585  -1.526  0.668
H  -0.840  2.486  -2.679
H  -2.580  1.884  -2.977
H  -1.192  1.316  -3.934
H  2.423  1.746  1.664
H  1.558  2.900  0.494

=====

#B
Molecular formula: C10H17NO
Method: DFT, wB97M-V/def2-TZVPD

Calculated values
* SMILES string: CC(C)(C)N=C=O.C=C=C(C)C
* gap between HOMO and LUMO: 9.5 eV
* HOMO: -8.792 eV

Positions of all 29 atoms, in Å:
C  2.499  1.651  0.997
C  -0.914  1.379  0.595
C  2.432  0.397  0.577
C  2.705  2.775  1.606
C  1.950  -0.059  -0.765
C  2.754  -0.841  1.380
C  -3.442  0.001  -0.413
C  -1.527  -0.445  -2.127
C  -1.770  -1.987  -0.029
C  -1.992  -0.489  -0.679
N  -1.131  0.306  0.147
O  -0.640  2.366  1.139
H  1.931  3.286  2.217
H  3.696  3.162  1.427
H  1.676  0.880  -1.316
H  2.545  -0.746  -1.287
H  1.004  -0.456  -0.509
H  1.958  -1.733  1.452
H  3.646  -1.415  1.083
H  2.929  -0.445  2.354
H  -4.086  -0.149  -1.207
H  -3.635  -0.367  0.552
H  -3.255  1.103  -0.323
H  -2.036  -1.062  -2.743
H  -0.461  -0.755  -2.140
H  -1.579  0.619  -2.527
H  -2.197  -1.789  0.921
H  -2.299  -2.759  -0.512
H  -0.761  -2.429  0.130

=====

Which of them is most stable, and which least? Most stable: #B; least stable: #A.